Entry 1:
{
  "formula": "C3H6NO2",
  "method": "wB97M-V/def2-TZVPD",
  "elements": ["C", "C", "C", "O", "O", "N", "H", "H", "H", "H", "H", "H"],
  "positions_angstrom": [[1.38890, -0.17340, -0.01821], [0.07064, 0.56092, -0.02003], [-1.21084, -0.32397, 0.02226], [-1.12817, -1.54563, 0.21458], [-2.24814, 0.36455, -0.16475], [2.49225, 0.82611, 0.09909], [1.47704, -0.89735, 0.78896], [1.58613, -0.67721, -0.97476], [-0.02562, 1.20975, 0.85145], [0.00468, 1.11900, -0.95524], [2.16436, 1.69070, -0.30540], [3.34721, 0.63299, -0.41127]],
  "atomic_forces_ev_per_a": [[1.32, 0.32, -0.61], [-0.14, -1.03, -0.09], [-0.76, 0.80, -0.39], [0.48, -0.43, 0.15], [0.08, -0.18, 0.09], [0.08, 0.61, 0.50], [-0.16, -0.02, 0.00], [-0.70, -0.39, 0.21], [0.24, 0.27, -0.13], [-0.09, 0.38, 0.19], [-0.13, 0.23, 0.05], [-0.22, -0.56, 0.03]],
  "relative_energy_ev": 0.5129,
  "total_charge": -1,
  "e_tot_ha": -323.1994,
  "fmax_ev_per_a": 1.49,
  "e_lumo_ev": 4.2,
  "homo_energy_ha": -0.1413
}

---

Entry 2:
{
  "formula": "C6H7F5S",
  "method": "wB97M-V/def2-TZVPD",
  "elements": ["C", "C", "C", "C", "C", "C", "F", "F", "F", "F", "F", "S", "H", "H", "H", "H", "H", "H", "H"],
  "positions_angstrom": [[0.76186, 1.70755, -1.80092], [1.11255, 1.04821, -0.68944], [-0.32086, -0.70592, 2.02199], [0.92419, -0.39242, -0.56395], [-0.81774, -0.70956, 0.59359], [-1.70440, 0.36572, 0.02576], [0.46848, -0.98451, -1.70510], [-1.12208, -1.96760, 0.11337], [-1.37854, 1.59531, 0.52523], [-1.68282, 0.51915, -1.29847], [-2.95916, 0.13582, 0.40507], [2.29997, -1.23291, 0.14533], [1.15427, 2.70972, -2.11806], [0.26020, 1.33170, -2.71710], [1.45709, 1.49873, 0.25991], [0.80754, -0.78758, 1.95751], [-0.64129, -1.69643, 2.57611], [-0.59903, 0.16750, 2.60113], [1.97978, -2.60248, -0.33199]],
  "atomic_forces_ev_per_a": [[1.16, 1.14, -1.53], [-0.13, 0.53, -0.21], [0.22, -2.20, 0.38], [-3.56, -0.88, 0.86], [4.16, -0.27, -1.77], [-0.15, 0.91, 0.62], [0.52, 0.01, 0.01], [-0.39, 0.99, 0.51], [0.10, -0.74, 0.21], [-0.33, -0.70, 0.11], [-0.88, -0.11, -0.09], [-0.03, -2.40, -0.83], [-0.65, -0.52, 1.44], [0.44, -0.71, 1.14], [0.28, 0.13, -0.97], [-1.22, 0.17, 0.40], [0.33, 2.05, -1.10], [-0.15, 0.04, -0.04], [0.28, 2.54, 0.88]],
  "relative_energy_ev": 1.8732,
  "e_tot_ha": -1130.2368,
  "fmax_ev_per_a": 4.53,
  "e_lumo_ev": 0.4,
  "homo_energy_ha": -0.3236
}

---

Entry 3:
{
  "formula": "C5H14N2O",
  "method": "wB97M-V/def2-TZVPD",
  "elements": ["C", "N", "C", "C", "O", "C", "N", "C", "H", "H", "H", "H", "H", "H", "H", "H", "H", "H", "H", "H", "H", "H"],
  "positions_angstrom": [[0.21722, 0.43685, 0.55765], [-0.43997, -0.30291, -0.51327], [-0.91603, 0.37776, -1.69745], [-0.43807, -0.37246, -2.95895], [-0.85170, 0.26541, -4.13853], [0.42817, -0.49934, 1.75622], [0.51059, 0.28963, 2.99036], [1.53393, -0.09322, 3.92581], [1.18524, 0.71554, 0.12625], [-0.27190, 1.36262, 0.87908], [-1.11082, -1.00151, -0.23826], [-0.55814, 1.40173, -1.74549], [-2.00743, 0.27354, -1.77980], [0.65485, -0.31443, -2.97057], [-0.72804, -1.41645, -2.87832], [-1.71442, -0.02013, -4.46337], [-0.37893, -1.23075, 1.83427], [1.37867, -0.97176, 1.59869], [-0.35548, 0.42705, 3.44775], [2.48361, -0.36132, 3.47563], [1.70068, 0.67350, 4.69170], [1.27389, -0.96541, 4.56542]],
  "atomic_forces_ev_per_a": [[-0.15, -0.66, -0.71], [-0.08, -0.16, -0.18], [-0.15, -1.16, -0.70], [0.82, 0.71, 0.69], [-0.34, 0.19, -0.75], [-0.35, 1.39, 0.49], [1.48, 0.04, -0.83], [-0.28, -0.71, 1.62], [0.06, 0.26, 0.43], [-0.31, -0.10, -0.01], [0.05, 0.13, 0.54], [-0.27, 0.19, 0.06], [-0.06, 0.85, 0.31], [-0.05, -0.27, -0.02], [-0.12, -0.22, -0.17], [0.20, -0.10, 0.40], [0.04, -0.26, -0.27], [0.30, -0.67, 0.13], [-0.87, 0.03, 0.23], [0.04, 0.32, -0.39], [0.11, 0.28, -0.45], [-0.06, -0.08, -0.41]],
  "relative_energy_ev": 2.6282,
  "e_tot_ha": -383.6041,
  "fmax_ev_per_a": 1.80,
  "e_lumo_ev": 1.0,
  "homo_energy_ha": -0.3055
}

---

Entry 4:
{
  "formula": "C2H12N3O2",
  "method": "wB97M-V/def2-TZVPD",
  "elements": ["C", "N", "C", "N", "N", "H", "H", "H", "H", "H", "H", "H", "H", "H", "H", "O", "H", "H", "O"],
  "positions_angstrom": [[0.30013, -0.97106, 1.58248], [0.08092, -1.57298, 0.24356], [0.27021, -1.05962, -1.01882], [-0.14958, -1.97483, -2.04203], [0.63144, 0.23872, -1.16089], [0.99616, -1.52973, 2.11332], [-0.67619, -1.09760, 2.03653], [0.58398, 0.13940, 1.56281], [-0.55575, -2.32757, 0.24164], [-0.19975, -2.95186, -1.78776], [-0.69048, -1.52738, -2.73798], [1.02383, 0.63461, -1.91571], [0.17511, 0.94158, -0.49923], [-2.20156, 2.01830, -0.38461], [-1.39728, 1.71081, 1.06831], [-1.51686, 1.34612, 0.13681], [0.75189, 3.02037, 1.48004], [1.66715, 2.58661, 0.23705], [0.90662, 2.37611, 0.84447]],
  "atomic_forces_ev_per_a": [[-1.58, 1.73, -2.29], [0.68, 0.50, 1.36], [1.12, -2.07, -0.53], [1.38, 1.56, 1.27], [-2.29, 0.91, 3.92], [1.55, -0.85, 1.07], [-0.01, 0.42, 0.71], [-0.38, -1.76, -0.16], [-0.85, -0.56, 0.22], [-0.30, 0.48, -0.43], [-1.07, -0.32, -0.93], [1.65, 0.91, -3.19], [0.47, -1.35, -1.55], [2.72, -2.56, 2.33], [-0.47, -0.46, -1.95], [-3.04, 3.04, -0.18], [0.16, 2.15, 1.47], [-1.21, 0.02, 1.38], [1.47, -1.80, -2.53]],
  "relative_energy_ev": 1.0370,
  "e_tot_ha": -398.0059,
  "fmax_ev_per_a": 4.63,
  "s2": 0.75,
  "spin_multiplicity": 2,
  "e_lumo_ev": [0.4, 0.3],
  "homo_energy_ha": [-0.1107, -0.3018]
}

---

Entry 5:
{
  "formula": "C14H31BHgN3O2P",
  "method": "wB97M-V/def2-TZVPD",
  "elements": ["Hg", "H", "H", "P", "C", "H", "H", "H", "C", "H", "H", "H", "C", "H", "H", "H", "C", "O", "H", "H", "H", "H", "B", "N", "H", "H", "C", "C", "N", "C", "C", "C", "O", "C", "C", "C", "C", "N", "C", "H", "H", "H", "H", "H", "H", "H", "H", "H", "H", "H", "H", "H", "H"],
  "positions_angstrom": [[1.05808, 0.96183, -0.04326], [1.95389, -3.00195, -1.64911], [0.38131, -0.99808, -0.98650], [0.36426, 1.50730, -2.36861], [1.69974, 2.57337, -3.00059], [1.46095, 2.95560, -4.00329], [1.85609, 3.41868, -2.31720], [2.62655, 1.98608, -3.05142], [0.12772, 0.26816, -3.67532], [-0.89293, -0.13956, -3.63964], [0.27390, 0.74578, -4.65655], [0.85554, -0.54731, -3.58259], [-1.12060, 2.55493, -2.43073], [-1.13817, 3.23491, -1.56907], [-1.11950, 3.15302, -3.35480], [-2.02314, 1.93011, -2.41159], [-1.73344, 0.79431, 0.49862], [-2.55255, 0.55396, 1.25410], [0.12483, -2.28125, 0.04156], [-1.05003, -1.88934, -1.01265], [0.35440, -2.53039, -3.16969], [-0.14580, -4.04774, -1.91457], [0.47158, -3.02709, -2.08334], [-0.02560, -1.99914, -0.94583], [1.85319, -3.63972, -2.06006], [1.71071, 1.06830, 1.50907], [2.08211, 0.75446, 7.36891], [0.61616, 0.40350, 7.47180], [0.15821, -0.60331, 6.49881], [0.26177, -1.99963, 6.97297], [-0.78027, -2.32266, 8.03025], [0.09438, -0.23567, 5.17429], [0.45308, 0.89046, 4.81536], [-0.50429, -1.19032, 4.16191], [-1.54583, -2.08754, 4.44340], [-2.09907, -2.81908, 3.39066], [-1.62905, -2.58968, 2.09137], [-0.61406, -1.75781, 1.82592], [-0.10157, -1.03655, 2.83151], [2.71460, -0.13624, 7.42796], [2.35894, 1.41843, 8.19015], [2.28135, 1.27718, 6.43291], [0.38276, -0.01285, 8.45544], [0.02345, 1.30940, 7.30142], [0.16208, -2.67801, 6.12081], [1.27093, -2.14110, 7.39391], [-1.77894, -2.00403, 7.71133], [-0.80141, -3.40479, 8.19532], [-0.54496, -1.82916, 8.97717], [-1.89989, -2.21308, 5.46613], [-2.88981, -3.55324, 3.55156], [-2.09177, -3.09683, 1.23670], [0.65164, -0.29931, 2.55802]],
  "atomic_forces_ev_per_a": [[0.65, -0.32, 0.29], [-0.07, 0.79, 0.33], [0.08, -0.70, 0.08], [0.25, 1.11, 0.45], [0.14, 0.02, -0.22], [0.08, -0.11, 0.23], [-0.07, -0.26, -0.18], [-0.18, 0.20, 0.00], [-0.01, -0.12, -0.23], [0.32, 0.03, 0.05], [-0.11, -0.08, 0.30], [-0.21, 0.30, 0.00], [-0.26, 0.20, -0.31], [0.05, -0.23, -0.25], [-0.10, -0.19, 0.21], [0.20, 0.19, 0.04], [-1.55, -0.40, 1.41], [1.35, 0.51, -1.35], [-0.14, 0.31, -0.11], [0.34, -0.22, -0.16], [0.67, -0.32, 0.31], [0.89, -0.06, -0.05], [-1.97, 0.67, 0.34], [0.50, -0.65, -0.54], [-0.47, -0.56, -0.28], [-0.33, 0.34, -0.74], [0.37, 0.02, -0.06], [-0.43, 0.09, -0.33], [0.20, -0.45, -0.55], [0.08, 0.35, -0.25], [-0.09, -0.18, 0.03], [0.42, 0.85, 0.74], [-0.56, -1.05, -0.03], [-0.36, 0.17, -0.08], [0.42, -0.05, -0.40], [-0.04, 0.18, -0.32], [0.14, -0.15, 0.70], [-0.36, 0.07, 0.24], [-0.05, -0.47, 0.18], [-0.02, 0.07, -0.01], [0.00, -0.06, 0.00], [0.02, -0.12, 0.07], [-0.02, 0.26, -0.11], [0.02, -0.20, 0.19], [0.16, 0.17, 0.18], [-0.24, -0.02, -0.19], [0.14, -0.03, 0.08], [0.00, 0.17, 0.12], [-0.16, -0.14, -0.10], [0.00, 0.02, -0.33], [0.17, 0.34, 0.01], [0.24, 0.03, 0.31], [-0.09, -0.28, 0.29]],
  "total_charge": 1,
  "e_tot_ha": -1386.0627,
  "fmax_ev_per_a": 2.13,
  "s2": 0.75,
  "spin_multiplicity": 2,
  "e_lumo_ev": [-2.5, -3.0],
  "homo_energy_ha": [-0.2826, -0.4149]
}

---

Entry 6:
{
  "formula": "C28H29BF6O2S3",
  "method": "wB97M-V/def2-TZVPD",
  "elements": ["C", "C", "C", "C", "C", "B", "C", "C", "C", "C", "F", "F", "F", "C", "C", "C", "F", "F", "F", "C", "O", "C", "C", "C", "C", "C", "O", "S", "H", "H", "H", "H", "H", "H", "H", "H", "H", "H", "H", "H", "H", "H", "H", "H", "H", "H", "C", "C", "C", "C", "C", "S", "C", "C", "C", "S", "C", "C", "H", "H", "H", "H", "H", "H", "H", "H", "H", "H", "H"],
  "positions_angstrom": [[3.51563, -1.47890, 4.99005], [2.55138, -1.14722, 3.88258], [2.79514, -0.02837, 3.04218], [1.89078, 0.18810, 1.98899], [0.76885, -0.72948, 1.82219], [-3.73717, 1.17050, 3.15905], [0.92249, -1.71614, 0.64759], [0.56969, -3.05191, 0.71408], [0.26248, -3.74136, -0.46171], [-0.38211, -5.11091, -0.43648], [0.38060, -6.04192, -1.11242], [-0.54437, -5.57250, 0.84026], [-1.63715, -5.12166, -1.01158], [0.51449, -3.17786, -1.71722], [1.15953, -1.95313, -1.74490], [1.32759, -1.39030, -3.15403], [0.09780, -1.17159, -3.75194], [1.98062, -0.19275, -3.12231], [2.00622, -2.23200, -3.99396], [1.46069, -1.25317, -0.54707], [-3.79763, 0.03404, 3.98648], [-2.47291, -0.40611, 4.51279], [-1.76031, 0.78143, 5.12434], [-2.69330, 1.51764, 6.08806], [-0.54212, 0.37349, 5.96004], [-1.28213, 1.51203, 3.89622], [-2.50135, 1.90952, 3.10800], [1.02662, -1.73437, 3.45408], [4.42028, -0.84701, 4.88104], [3.13582, -1.30130, 6.00079], [3.87274, -2.50630, 4.97188], [3.66850, 0.61523, 3.30920], [2.04838, 0.93143, 1.21988], [0.25257, -3.50607, 1.64226], [0.35732, -3.75153, -2.63415], [2.04830, -0.32885, -0.63492], [-2.68447, -1.20697, 5.23355], [-1.84704, -0.85871, 3.69990], [-2.25496, 2.38137, 6.59444], [-3.61712, 1.87993, 5.64981], [-2.97997, 0.80857, 6.87756], [-0.09775, 1.25711, 6.45293], [-0.86624, -0.32302, 6.74890], [0.23418, -0.11392, 5.34145], [-0.60012, 2.40039, 4.01692], [-0.64487, 0.79568, 3.21656], [-0.62497, 3.10952, -1.63884], [-0.43211, 1.72031, -1.77760], [-0.72345, 0.91396, -0.71528], [-0.92963, 1.37890, 0.59063], [-0.55876, 0.04863, 1.45268], [-4.63642, 1.66772, 1.59643], [-5.20531, -0.02220, 1.01622], [-4.65840, -0.26467, -0.36396], [-3.27657, -0.84585, -0.32945], [-2.06020, -0.85428, 1.44093], [-1.32179, 2.73246, 0.69993], [-1.20746, 3.57392, -0.44307], [-0.44827, 3.74033, -2.54722], [-0.03831, 1.27579, -2.68572], [-0.62073, -0.16332, -0.81342], [-4.88058, -0.75978, 1.77199], [-6.28195, 0.31727, 1.07405], [-5.37746, -0.96717, -0.78323], [-4.66640, 0.64530, -1.00725], [-3.35253, -1.90331, -0.60787], [-2.57993, -0.35948, -1.02255], [-1.59550, 3.15368, 1.64016], [-1.48866, 4.63415, -0.43784]],
  "atomic_forces_ev_per_a": [[0.44, -0.17, -0.21], [0.02, 2.31, -1.07], [-0.05, 0.50, 0.18], [2.07, -0.11, 0.23], [-0.09, 0.99, -0.08], [3.47, -0.55, -0.78], [1.22, 0.53, 0.26], [-2.02, -0.47, -0.30], [0.24, -0.12, -0.69], [-0.26, -0.85, 0.32], [-0.94, 0.94, 0.64], [0.17, 0.28, -1.11], [1.50, 0.07, 0.47], [0.23, -0.69, 0.75], [0.05, 0.22, 0.00], [0.22, 0.48, -0.04], [1.36, -0.19, 0.69], [-0.41, -0.92, -0.34], [-0.57, 0.86, 0.80], [-0.05, 0.12, -2.15], [0.68, 0.60, -0.90], [-1.05, -0.50, -0.04], [0.85, 0.17, 0.60], [-0.37, 0.19, 0.28], [0.30, -0.39, -0.02], [-0.40, 0.89, -1.50], [0.36, -0.78, 1.58], [-1.41, -1.06, 0.49], [-0.59, -0.26, -0.07], [-0.32, 0.02, -0.22], [-0.14, -0.22, -0.09], [-0.79, -0.53, -0.80], [0.07, 0.22, 0.15], [0.15, 0.08, 0.03], [-0.25, 0.32, 0.31], [-0.70, -0.30, 0.16], [-0.16, 0.32, -0.04], [-0.81, 0.44, 0.83], [0.37, -0.12, -0.20], [-0.06, -0.07, -0.21], [0.02, 0.12, -0.14], [-0.20, -0.34, -0.26], [0.23, 0.13, -0.18], [-0.37, 0.22, 0.38], [-1.13, -0.47, 0.23], [-1.20, 1.00, 1.07], [-0.62, -0.46, -0.47], [-0.18, 1.21, -0.41], [1.03, -0.56, 0.07], [1.63, -1.34, -0.45], [-3.23, 0.33, 0.44], [0.22, -0.61, 1.29], [-1.25, 2.54, 1.24], [-0.47, 0.73, 0.33], [2.21, -0.71, -0.23], [-0.70, -0.86, -1.41], [1.22, -0.21, -0.47], [0.58, -0.39, -0.51], [-0.19, -0.33, 1.23], [-0.25, 0.19, -0.05], [0.10, 0.37, -0.31], [-0.57, 0.26, -0.47], [0.80, -1.85, -0.44], [0.30, -0.30, -0.49], [-0.18, -0.46, 0.66], [0.53, 0.07, 0.48], [-0.48, -0.22, 0.19], [-0.19, 0.19, 0.29], [0.02, -0.51, 0.50]],
  "relative_energy_ev": 4.9097,
  "e_tot_ha": -3053.2717,
  "fmax_ev_per_a": 3.60,
  "e_lumo_ev": -2.1,
  "homo_energy_ha": -0.2245
}